# 1
Below is a molecular structure, C27H40FeO3P, with properties calculated with ωB97M-V with the def2-TZVPD basis set.

XYZ file:
```
72
Properties=species:S:1:pos:R:3:mulliken_charge:R:1
Fe 2.369 2.623 5.109 0.44
P -0.339 -0.501 1.522 -0.04
O 4.215 3.973 6.929 -0.33
O 4.661 1.479 3.703 -0.36
O 2.895 5.393 4.179 -0.31
C -1.142 -2.115 0.987 0.07
C -2.968 -3.823 1.491 -0.93
C 2.526 4.316 4.433 0.15
C 3.438 0.600 -0.088 -0.98
C -1.335 0.767 0.524 0.47
C 1.203 1.853 6.709 -0.79
C 3.263 -1.947 -0.321 -0.89
C -3.143 3.066 -0.110 -0.73
C -1.376 -2.281 -0.523 -0.64
C 0.338 2.382 4.531 -0.86
C 4.183 -0.736 -0.108 -0.73
C -1.036 2.177 1.048 -0.15
C -2.862 0.573 0.496 -0.94
C -2.404 -2.430 1.815 -0.66
C 2.063 0.924 6.081 -0.72
C 0.317 2.585 5.926 -0.67
C 3.740 1.933 4.259 0.25
C 1.072 1.311 3.997 1.62
C 1.498 0.208 4.894 -0.82
C -1.947 -3.666 -0.860 -0.97
C 2.199 0.559 0.813 -0.34
C 1.235 -0.570 0.445 0.58
C 1.972 -1.921 0.511 -0.87
C -3.549 1.612 -0.398 -0.93
C -1.648 3.258 0.144 -1.13
C -3.160 -4.070 -0.012 -0.60
C 3.444 3.349 6.320 0.22
H 2.214 -2.143 1.562 0.34
H 4.106 1.394 0.271 0.44
H 1.329 -2.740 0.162 0.21
H -3.318 1.383 -1.447 0.34
H -0.217 3.049 3.855 0.57
H 0.858 -0.411 -0.581 0.88
H 4.723 -0.857 0.840 0.31
H -3.446 3.690 -0.958 0.38
H -2.058 -1.505 -0.894 0.19
H -4.047 -3.521 -0.357 0.33
H -4.636 1.503 -0.289 0.38
H -1.117 3.249 -0.816 0.38
H 3.128 0.872 -1.105 0.36
H -3.707 3.425 0.758 0.32
H -0.954 0.661 -0.506 0.64
H -0.375 -2.849 1.292 0.92
H 4.941 -0.715 -0.900 0.42
H 1.114 1.167 2.921 -0.78
H -3.137 -0.423 0.127 0.20
H -0.314 3.377 6.344 0.51
H 3.815 -2.866 -0.088 0.38
H 2.888 0.458 6.628 0.61
H 2.215 -0.491 4.432 0.37
H -2.160 -2.378 2.885 0.49
H -3.183 -1.675 1.639 0.18
H 0.043 2.360 1.135 -0.05
H -3.371 -5.135 -0.177 0.37
H -1.157 -4.417 -0.721 0.34
H -2.220 -3.688 -1.923 0.39
H -3.248 0.644 1.525 0.40
H 2.544 0.405 1.846 0.13
H -1.466 4.239 0.598 0.42
H -0.436 -2.139 -1.075 0.31
H 1.286 2.038 7.783 0.45
H 1.709 1.541 0.776 -0.27
H 3.001 -2.006 -1.386 0.33
H -2.278 -4.581 1.887 0.34
H 0.636 -0.433 5.174 0.50
H -3.924 -3.955 2.013 0.39
H -1.454 2.266 2.064 0.15
```

Calculated values
frontier orbital gap (alpha / beta)	6.5 / 3.8	eV
spin multiplicity	5
net charge	+1

=====

# 2
Below is C4H7N in the gas phase, with properties calculated with ωB97M-V with the def2-TZVPD basis set.

XYZ file:
```
12
Properties=species:S:1:pos:R:3:mulliken_charge:R:1
N -0.183 1.174 -0.245 -0.43
C -0.179 0.057 -1.273 -0.42
C 0.164 -0.841 0.887 -0.48
C -0.042 0.613 1.115 -0.33
C 0.093 -1.200 -0.438 -0.27
H 0.599 0.193 -1.979 0.27
H 1.022 0.846 1.652 0.18
H 0.519 -2.114 -0.961 0.31
H 0.650 1.805 -0.345 0.29
H -0.991 0.864 1.751 0.22
H 0.435 -1.557 1.589 0.45
H -1.176 -0.026 -1.736 0.21
```

Calculated values
frontier orbital gap	9.9	eV
relative energy (zero: lowest compared OMol25 entry of this formula, charge and spin)	161.1	kJ/mol
SMILES string	C1=CCNC1

=====

# 3
Below is C5H3NS in the gas phase, with properties calculated with ωB97M-V with the def2-TZVPD basis set.

XYZ file:
```
10
Properties=species:S:1:pos:R:3:mulliken_charge:R:1
S 2.404 -0.162 -2.888 -0.16
N 1.068 0.105 -1.870 -0.36
C 0.100 -0.121 0.246 0.04
C -1.785 0.154 2.008 -0.18
C 1.181 -0.314 -0.671 -0.28
C -0.772 0.005 1.077 0.34
C -2.664 0.300 2.804 -0.38
H 2.077 -0.820 -0.300 0.38
H 1.842 0.436 -3.940 0.17
H -3.452 0.418 3.534 0.43
```

Calculated values
frontier orbital gap	8.7	eV
relative energy (zero: lowest compared OMol25 entry of this formula, charge and spin)	74.8	kJ/mol
SMILES string	C#CC#C/C=N/S

=====

# 4
Below is a gas-phase ion, C7H10N3O (charge +1), with properties calculated with ωB97M-V with the def2-TZVPD basis set.

XYZ file:
```
21
Properties=species:S:1:pos:R:3:mulliken_charge:R:1
O -0.764 1.252 -0.872 -0.39
N -1.777 -0.906 0.414 -0.23
N -2.590 -0.173 0.041 0.27
N 1.585 -1.120 -0.863 -0.54
C -3.584 0.583 -0.060 -0.26
C 0.438 0.111 0.796 0.03
C 0.285 -1.694 -0.880 -0.56
C 1.780 -0.179 -0.002 0.56
C -0.214 1.285 0.153 -0.29
C 2.943 0.796 -0.003 -1.17
C -0.370 -1.122 0.440 0.07
H 3.110 1.027 -1.012 0.35
H -0.170 -1.989 1.100 0.35
H 2.756 1.646 0.578 0.38
H -3.653 1.418 0.530 0.30
H -0.402 -1.474 -1.659 0.29
H -0.046 2.241 0.714 0.40
H 0.344 -2.883 -0.903 0.36
H 0.675 0.366 1.869 0.46
H 3.952 0.362 0.425 0.31
H -4.298 0.453 -0.805 0.29
```

Calculated values
frontier orbital gap	8.1	eV
relative energy (zero: lowest compared OMol25 entry of this formula, charge and spin)	564.2	kJ/mol
SMILES string	C=[N+]=N[C@H]1CN=C(C)[C@H]1C=O
net charge	+1

=====

# 5
Below is a gas-phase ion, C4H11NOPS (charge +1), with properties calculated with ωB97M-V with the def2-TZVPD basis set.

XYZ file:
```
19
Properties=species:S:1:pos:R:3:mulliken_charge:R:1
S 1.957 3.439 1.255 -0.01
P -0.398 -0.391 -0.171 0.75
O 0.980 1.620 -1.308 -0.50
N 1.015 1.809 1.038 -0.50
C 0.770 -1.724 -0.489 -1.19
C -1.317 -0.329 -1.719 -1.28
C -1.372 -0.735 1.320 -1.01
C 0.711 1.298 -0.169 0.65
H -1.124 -1.846 1.551 0.36
H 0.797 1.548 1.956 0.30
H 1.775 -1.865 -0.111 0.39
H -2.505 -0.528 1.120 0.36
H 0.261 -2.584 -0.285 0.46
H 0.746 -1.620 -1.563 0.37
H -0.979 -0.074 2.102 0.39
H -2.033 0.536 -1.598 0.40
H -0.580 -0.024 -2.392 0.47
H 3.037 2.762 1.340 0.17
H -1.742 -1.293 -1.876 0.42
```

Calculated values
frontier orbital gap	10.0	eV
relative energy (zero: lowest compared OMol25 entry of this formula, charge and spin)	24.0	kJ/mol
net charge	+1

=====

# 6
Below is a molecular structure, C2H2CrF5O2PS, with properties calculated with ωB97M-V with the def2-TZVPD basis set.

XYZ file:
```
14
Properties=species:S:1:pos:R:3:mulliken_charge:R:1
Cr -1.833 -1.276 1.789 1.46
S 0.831 -1.050 0.126 1.04
P 2.483 0.234 -0.339 -0.06
F -1.939 -1.378 -0.190 -0.33
F -1.072 1.133 1.605 -0.18
F -0.813 -0.302 -2.002 -0.16
F -2.533 1.511 -0.327 -0.17
F -0.223 2.149 -0.437 -0.12
O 1.129 -2.467 -0.494 -0.46
O 0.832 -1.253 1.690 -0.55
C -1.150 1.092 0.108 0.83
C -0.846 -0.401 -0.497 0.17
H 2.704 1.256 0.651 0.25
H 2.430 0.752 -1.682 0.27
```

Calculated values
frontier orbital gap (alpha / beta)	5.2 / 6.2	eV
spin multiplicity	3
net charge	+2

=====

In order of appearance, calculated total energy = -2883.16927, -211.29931, -645.10914, -511.81161, -1028.25457, -2510.12009 hartree.